Record 1
A structure of composition C5H8INP4. Source: the Open Molecules 2025 dataset; level of theory: ωB97M-V/def2-TZVPD.

XYZ file:
```
19
Properties=species:S:1:pos:R:3:forces:R:3
C -0.246095 0.175683 -1.191668 -3.002 -1.433 0.491
C -0.936305 -0.449936 -0.043518 1.463 1.673 -3.432
C 0.946124 0.775960 -1.015983 0.979 1.404 -1.852
C -0.147768 -0.430802 1.053117 -0.460 -1.066 1.690
C 1.524107 0.892387 0.214435 0.197 0.164 1.981
N 0.963731 0.290907 1.234211 -0.284 -1.012 0.638
P -1.315290 0.061895 -2.697235 0.055 -0.953 0.895
P -2.631700 -1.050266 -0.425685 0.291 -0.525 0.300
P -0.698666 -1.465835 2.447521 0.039 2.011 2.206
P 3.084418 1.773901 0.661288 0.826 -1.007 -1.010
I 1.939501 1.903434 -2.527806 -0.186 -0.387 -0.074
H -0.531793 0.880628 -3.455138 0.044 1.368 -0.588
H -2.309614 0.839638 -1.997735 0.480 0.450 -1.091
H -3.305015 0.069515 0.050950 -0.178 0.871 -0.292
H -2.895893 -1.536306 0.821042 -0.063 -0.998 1.050
H 0.553077 -1.893905 2.865911 0.544 0.111 0.244
H -0.937889 -2.650121 1.900039 -0.501 -1.777 -1.461
H 3.743195 0.564669 0.145010 0.133 1.115 0.172
H 3.201874 1.248552 1.961245 -0.377 -0.007 0.132
```
Positions in Å, forces in eV/Å.

Summary:
- Net charge: 0
- E: -1913.05283 hartree
- HOMO level: -8.7 eV
- Multiplicity: 1

natural (NBO) population analysis, charges in e, atoms 1 to 6: number 1, C, carries -0.2525; number 2, C, carries -0.3470; number 3, C, carries -0.2022; number 4, C, carries -0.0424; number 5, C, carries -0.0453; number 6, N, carries -0.4572

Record 2
A structure of composition C5H8KNaO4. Source: the Open Molecules 2025 dataset; level of theory: ωB97M-V/def2-TZVPD.

XYZ file:
```
19
Properties=species:S:1:pos:R:3:forces:R:3
C -5.771256 -0.580981 0.359372 -1.162 0.541 -0.991
C -4.442752 -0.448608 -0.312011 3.113 -0.689 4.426
O -3.596703 0.357792 0.144637 -1.507 -0.498 -1.862
K -1.093071 1.526806 -0.770811 -0.460 -0.170 -0.497
H -5.834265 -1.577342 0.824881 0.216 0.296 -0.210
H -5.928212 0.199111 1.113166 0.071 -0.124 -0.324
H -6.567248 -0.548201 -0.403267 0.019 -0.009 0.365
H -4.015880 -1.446053 -0.565421 -0.343 0.608 -1.506
H -3.885691 -0.257284 -2.711292 0.651 -0.273 -2.319
O -4.321184 -0.424025 -4.920487 0.315 0.811 0.037
C -1.463403 1.472012 -3.752091 0.280 0.445 0.384
C -3.615829 -0.809364 -3.857094 -1.123 -0.480 2.033
O -1.490571 2.523682 -4.393375 -0.237 -0.277 0.083
O -1.629365 0.369458 -4.609065 -0.101 -0.169 -0.521
C -2.100048 -0.845506 -4.041624 0.158 0.159 0.552
Na -3.321124 1.274671 -6.001505 0.176 -0.352 0.650
H -3.895681 -1.835208 -3.506635 0.164 -0.144 -0.179
H -1.824561 -1.653003 -4.735809 -0.119 0.274 0.086
H -1.591765 -1.034032 -3.075352 -0.112 0.051 -0.207
```
Positions in Å, forces in eV/Å.

Summary:
- Net charge: 0
- E: -1258.43838 hartree
- HOMO level: -6.5 eV
- Multiplicity: 1

natural (NBO) population analysis, charges in e, atoms 1 to 6: number 1, C, carries -0.7186; number 2, C, carries 0.4449; number 3, O, carries -0.6187; number 4, K, carries 0.9269; number 5, H, carries 0.2392; number 6, H, carries 0.2322

Record 3
A cluster of 2 separate species, C5H8N in total. Source: the Open Molecules 2025 dataset; level of theory: ωB97M-V/def2-TZVPD.

XYZ file:
```
14
Properties=species:S:1:pos:R:3:forces:R:3
C 1.560799 1.480378 1.628352 0.254 0.749 0.726
C -0.835595 0.838706 2.312612 2.947 -0.598 0.945
C 0.201694 0.277504 -2.237863 0.417 0.216 -0.451
C 0.391185 1.150267 2.021117 -0.834 -0.248 -0.078
C -0.802463 -1.994790 -1.796828 -2.423 -1.435 -0.617
N -0.237811 -0.737280 -2.013355 -0.760 1.418 -0.048
H 2.189081 2.246960 1.952007 -0.026 1.995 1.258
H 2.240158 0.950472 1.090287 1.029 -2.517 -2.161
H -1.041720 0.230254 3.138164 -0.444 -0.761 1.092
H -1.559620 1.262818 1.768987 -2.932 1.344 -1.880
H 0.678316 1.168265 -2.602984 -0.016 0.233 0.268
H -1.012626 -2.420157 -2.877412 0.415 0.498 2.409
H 0.012718 -2.447291 -1.271034 0.103 -1.348 0.217
H -1.784119 -2.006104 -1.112050 2.272 0.455 -1.678
```
Positions in Å, forces in eV/Å.

Summary:
- Net charge: +1
- E: -249.63950 hartree
- HOMO level: -12.8 eV
- Multiplicity: 1

natural (NBO) population analysis, charges in e, atoms 1 to 6: number 1, C, carries -0.5282; number 2, C, carries -0.4964; number 3, C, carries 0.4536; number 4, C, carries 0.1319; number 5, C, carries -0.4807; number 6, N, carries -0.1556

Record 4
The ion C5H8N with charge +1. Source: the Open Molecules 2025 dataset; level of theory: ωB97M-V/def2-TZVPD.

XYZ file:
```
14
Properties=species:S:1:pos:R:3:forces:R:3
C 2.800472 -0.917040 0.715760 0.503 0.821 -3.053
C 2.163531 -0.840244 -0.450786 -0.896 -0.161 -1.103
C 0.522186 -0.885522 -0.503412 -1.799 -1.135 -0.494
N -0.636609 -0.208287 -0.371807 3.249 -1.388 0.331
C -1.727559 -0.128099 0.279288 0.284 -0.413 2.648
C -3.183057 0.213022 0.058781 2.617 1.766 1.112
H 3.867561 -0.959123 0.783189 0.455 -0.523 -0.396
H 2.370510 -0.607691 1.564139 -1.911 0.512 3.308
H 2.787749 -1.048643 -1.403203 -1.900 0.356 1.301
H 0.188228 -1.955530 -0.770852 0.871 1.439 0.284
H -1.623926 -0.367857 1.396789 0.466 0.167 -1.538
H -3.224688 1.303094 0.036432 -0.017 0.281 -0.477
H -3.662749 0.023745 1.008644 -0.569 -0.845 -0.359
H -3.490000 -0.176080 -0.847459 -1.353 -0.878 -1.565
```
Positions in Å, forces in eV/Å.

Summary:
- Net charge: +1
- E: -249.66265 hartree
- HOMO level: -14.9 eV
- Structure (SMILES): C=CC=[N+]=CC
- Multiplicity: 1

natural (NBO) population analysis, charges in e, atoms 1 to 6: number 1, C, carries -0.2938; number 2, C, carries -0.2567; number 3, C, carries 0.2828; number 4, N, carries -0.3105; number 5, C, carries 0.2749; number 6, C, carries -0.6709

Record 5
The ion C5H8N with charge +1. Source: the Open Molecules 2025 dataset; level of theory: ωB97M-V/def2-TZVPD.

XYZ file:
```
14
Properties=species:S:1:pos:R:3:forces:R:3
C -0.351914 1.593744 -0.231269 1.119 -3.028 0.230
C -0.458524 2.844685 -0.383994 -0.311 1.701 -0.155
C 0.771297 0.567655 -0.414032 -2.287 1.523 2.583
C 1.753320 0.390229 0.639920 1.614 -1.227 -0.265
C -1.670750 -0.429543 -0.899047 1.705 -0.653 -1.095
N -0.591349 0.159442 0.045084 -1.647 1.591 -4.800
H 1.008456 0.384318 -1.391475 0.222 -0.803 -2.415
H 1.383335 -0.241799 1.426908 -0.071 -0.309 0.372
H 2.157974 1.258931 1.073057 0.242 1.348 0.369
H 2.582457 -0.115839 0.149957 0.282 -0.234 0.369
H -2.393683 -1.033565 -0.447147 -0.360 -1.347 1.578
H -2.272157 0.339367 -1.255908 -0.519 1.822 -0.690
H -1.265715 -0.979132 -1.792242 0.232 0.610 1.239
H -0.722463 0.106296 0.999807 -0.222 -0.995 2.682
```
Positions in Å, forces in eV/Å.

Summary:
- Net charge: +1
- E: -249.56644 hartree
- HOMO level: -15.8 eV
- Multiplicity: 1

natural (NBO) population analysis, charges in e, atoms 1 to 6: number 1, C, carries -0.3530; number 2, C, carries 0.3850; number 3, C, carries 0.1101; number 4, C, carries -0.6668; number 5, C, carries -0.4188; number 6, N, carries -0.3000

Record 6
A structure of composition C5H8N. Source: the Open Molecules 2025 dataset; level of theory: ωB97M-V/def2-TZVPD.

XYZ file:
```
14
Properties=species:S:1:pos:R:3:forces:R:3
C 1.164534 -0.443300 -0.103976 1.767 -1.534 1.607
C -0.964814 -0.366856 0.884698 2.097 0.645 -0.206
C -0.257822 -0.984923 -0.345715 -1.162 0.762 0.802
C 0.778672 0.981771 0.099542 1.902 -0.602 -1.597
C -0.668712 0.965273 0.077698 0.449 0.722 2.705
N -0.777418 0.179992 -1.126502 0.713 0.248 -3.724
H 1.709093 -0.785355 0.906687 -0.810 0.485 -2.135
H 1.850154 -0.631576 -0.958031 -0.230 0.222 0.624
H -1.948078 -0.581209 1.120582 -2.309 -0.182 -0.484
H -0.437436 -0.564155 1.802812 0.464 0.397 0.389
H -0.685792 -1.947323 -0.616906 1.229 -0.215 -0.438
H 1.567836 1.816085 0.009898 -1.575 -1.055 0.422
H -1.066086 1.920524 0.326222 -1.200 0.501 -0.531
H -0.264129 0.441054 -2.077012 -1.334 -0.392 2.566
```
Positions in Å, forces in eV/Å.

Summary:
- Net charge: +1
- E: -249.65723 hartree
- HOMO level: -15.1 eV
- Multiplicity: 1

natural (NBO) population analysis, charges in e, atoms 1 to 6: number 1, C, carries -0.5280; number 2, C, carries -0.3467; number 3, C, carries -0.0794; number 4, C, carries 0.3103; number 5, C, carries -0.1714; number 6, N, carries -0.4620

Record 7
A cluster of 2 separate species, C5H8N in total. Source: the Open Molecules 2025 dataset; level of theory: ωB97M-V/def2-TZVPD.

XYZ file:
```
14
Properties=species:S:1:pos:R:3:forces:R:3
C -0.828716 1.038289 -0.424595 -0.612 -0.039 -0.228
C -1.328457 -0.251998 -0.668530 1.015 1.114 0.246
C -1.165909 -1.136518 0.281430 -1.154 -2.390 0.187
C -0.802418 2.224482 -0.277786 -0.127 1.820 1.685
C 1.510593 0.383557 0.231533 1.507 1.314 -1.341
N 1.486613 -0.866465 0.015029 -0.504 -1.562 2.327
H -1.469168 -2.170247 0.176631 -0.315 0.002 -0.151
H -0.821746 -0.920063 1.272529 0.274 0.533 0.291
H -0.987840 3.101011 0.342946 0.532 -0.076 -0.959
H -1.747565 -0.267977 -1.631688 -0.683 -1.211 -1.081
H 1.273227 0.689890 1.257629 -0.042 0.416 -0.797
H 1.946065 1.013027 -0.609813 -0.626 -0.461 1.671
H 1.064580 -1.439813 0.778386 0.765 0.293 -1.052
H 1.870739 -1.397172 -0.743707 -0.031 0.245 -0.798
```
Positions in Å, forces in eV/Å.

Summary:
- Net charge: +1
- E: -249.66132 hartree
- HOMO level: -13.9 eV
- Multiplicity: 1

natural (NBO) population analysis, charges in e, atoms 1 to 6: number 1, C, carries -0.1072; number 2, C, carries -0.2665; number 3, C, carries -0.3592; number 4, C, carries -0.1009; number 5, C, carries 0.0973; number 6, N, carries -0.6105

Record 8
A structure of composition C5H8N. Source: the Open Molecules 2025 dataset; level of theory: ωB97M-V/def2-TZVPD.

XYZ file:
```
14
Properties=species:S:1:pos:R:3:forces:R:3
C -0.926287 -0.962728 1.102738 -0.796 -0.254 0.115
C 1.596089 -0.635387 1.159564 0.048 2.146 -1.957
C -1.509849 -0.254400 -0.074820 3.275 0.891 0.084
C 0.380641 -0.425445 0.679758 1.910 1.606 -0.153
C -0.344123 0.320396 -0.432830 0.145 -1.216 1.157
N 0.050256 1.208970 -1.553226 0.063 -0.645 -1.870
H -1.346369 -0.634153 2.062128 0.325 -0.300 -0.173
H -0.847624 -2.024921 0.970923 -0.704 -0.743 0.304
H 1.818854 -1.163315 2.001115 -0.202 -1.877 2.248
H 2.510208 -0.147187 0.853247 -0.148 0.237 -0.798
H -2.406477 -0.258146 -0.507458 -3.675 0.065 -1.451
H -0.694045 1.325225 -2.289864 0.432 -0.350 1.002
H 0.879261 0.858970 -2.110198 -0.814 0.124 0.952
H 0.285053 2.156837 -1.280783 0.141 0.317 0.540
```
Positions in Å, forces in eV/Å.

Summary:
- Net charge: +1
- E: -249.71538 hartree
- HOMO level: -13.5 eV
- Multiplicity: 1

natural (NBO) population analysis, charges in e, atoms 1 to 6: number 1, C, carries -0.4561; number 2, C, carries -0.3486; number 3, C, carries -0.0559; number 4, C, carries -0.0024; number 5, C, carries 0.0290; number 6, N, carries -0.6894

Computed Kohn-Sham gap, in the same sequence as the records: 8.796, 5.941, 8.104, 9.507, 9.795, 8.451, 8.933, 9.515 eV.